[1]
ORCA calculation (ωB97M-V with the def2-TZVPD basis set) on a molecular structure, C29H41CuGeN4O2SSi.

Structure (ORCA input):
```
! RIJCOSX wB97M-V def2-TZVPD def2/J DEFGRID3
* xyz 1 2
Cu -1.57 -0.98 -1.09
O -4.95 0.64 2.75
C -3.77 1.11 3.18
C -3.79 1.96 4.29
C -2.63 2.49 4.79
C -1.40 2.20 4.20
C -1.37 1.37 3.10
C -2.54 0.82 2.57
C -2.41 -0.04 1.38
O -1.28 -0.22 0.84
N -3.54 -0.64 0.94
N -3.25 -1.36 -0.15
C -4.00 -2.28 -0.62
C -3.43 -3.02 -1.75
C -4.08 -4.07 -2.39
C -3.43 -4.73 -3.42
C -2.16 -4.32 -3.79
C -1.58 -3.26 -3.11
N -2.19 -2.63 -2.12
H -4.79 0.04 1.99
H -4.75 2.17 4.74
H -2.67 3.14 5.66
H -0.48 2.61 4.60
H -0.43 1.12 2.63
H -4.96 -2.55 -0.18
H -5.07 -4.35 -2.07
H -3.92 -5.55 -3.93
H -1.62 -4.81 -4.59
H -0.59 -2.90 -3.38
C 1.79 3.51 -4.76
Si 2.01 2.90 -3.01
C 2.64 4.28 -1.91
C 3.21 1.46 -2.99
C 0.25 2.48 -2.37
C -0.61 3.58 -2.28
C -1.93 3.46 -1.88
C -2.40 2.20 -1.57
N -1.62 1.13 -1.65
C -0.34 1.27 -2.02
S 0.43 -0.35 -2.10
H 2.75 3.77 -5.20
H 1.15 4.39 -4.81
H 1.34 2.74 -5.40
H 3.61 4.63 -2.26
H 2.76 3.95 -0.87
H 1.96 5.14 -1.90
H 4.15 1.82 -3.40
H 2.88 0.63 -3.61
H 3.42 1.08 -1.99
H -0.25 4.57 -2.55
H -2.58 4.32 -1.82
H -3.42 2.03 -1.25
C 4.54 0.18 1.65
C 3.70 1.25 2.35
C 2.20 1.06 2.17
C 1.74 1.10 0.70
Ge 1.73 -0.65 -0.16
C 0.99 -2.17 0.83
C 2.07 -3.14 1.29
C 1.50 -4.45 1.84
C 0.61 -4.26 3.06
H 5.59 0.29 1.89
H 4.44 0.24 0.57
H 4.23 -0.82 1.97
H 3.98 2.24 1.97
H 3.93 1.25 3.42
H 1.67 1.84 2.73
H 1.90 0.12 2.64
H 2.37 1.78 0.13
H 0.71 1.46 0.63
H 3.01 -1.10 -0.88
H 0.25 -2.69 0.21
H 0.43 -1.75 1.67
H 2.68 -2.67 2.07
H 2.76 -3.36 0.47
H 2.32 -5.12 2.08
H 0.92 -4.94 1.04
H 1.17 -3.76 3.87
H 0.26 -5.21 3.45
H -0.26 -3.65 2.84
*
```

highest occupied orbital energy (spin up / spin down)	-10.5 / -10.5	eV
gap between HOMO and LUMO (spin up / spin down)	6.98 / 6.59	eV
M	674.0	g/mol
relative energy (zero: lowest compared OMol25 entry of this formula, charge and spin)	0.0	kJ/mol

---

[2]
ORCA calculation (ωB97M-V with the def2-TZVPD basis set) on a molecular structure, C29H41F5OP2Tb at a distorted geometry.

Structure (ORCA input):
```
! RIJCOSX wB97M-V def2-TZVPD def2/J DEFGRID3
* xyz 1 7
Tb 1.44 -0.52 0.38
C -0.23 -1.04 2.39
C -0.07 -2.30 1.73
C 1.94 -1.75 2.74
C 1.00 -0.73 3.05
C 1.28 -2.74 1.96
C -1.52 -0.38 2.72
H -2.34 -0.81 2.13
H -1.48 0.70 2.52
H -1.77 -0.52 3.78
C 1.19 0.27 4.12
H 0.28 0.87 4.27
H 2.00 0.97 3.90
H 1.44 -0.23 5.06
C 3.33 -1.81 3.25
H 3.34 -1.98 4.33
H 3.87 -0.87 3.06
H 3.90 -2.61 2.77
C 1.80 -4.10 1.69
H 1.62 -4.76 2.56
H 2.88 -4.08 1.52
H 1.31 -4.56 0.83
C -1.15 -3.12 1.11
H -1.69 -3.68 1.89
H -0.75 -3.86 0.40
H -1.88 -2.51 0.58
C -3.97 2.25 -0.85
C -4.85 1.95 -1.81
C -4.55 0.95 -2.90
C -3.19 1.21 -3.58
C -2.00 0.25 -3.17
C -2.29 -0.66 -2.00
C -2.83 -0.05 -0.74
C -2.69 1.49 -0.61
H -5.33 1.00 -3.68
H -2.90 2.25 -3.43
H -4.57 -0.07 -2.51
H -1.90 1.83 -1.31
H -4.11 3.08 -0.15
H -5.86 2.38 -1.85
H -2.29 1.74 0.39
H -3.89 -0.30 -0.63
H -2.77 -1.60 -2.26
H -2.33 -0.50 0.14
H -3.32 1.09 -4.66
H -1.87 -0.36 -4.09
P -0.32 1.00 -2.97
C -0.28 2.77 -2.65
C 0.62 0.74 -4.48
P -0.20 -1.44 -1.49
C 0.57 0.29 -1.64
C -0.34 -2.31 -3.15
C 1.55 -2.36 -1.36
H -0.10 2.97 -1.58
H -1.19 3.27 -2.99
H 0.57 3.17 -3.22
H 1.09 1.72 -4.70
H -0.04 0.46 -5.30
H 1.40 -0.02 -4.33
H 1.97 -2.34 -2.37
H 1.28 -3.39 -1.10
H 2.40 -2.06 -0.69
H 0.35 0.97 -0.76
H 1.66 0.30 -1.86
H -0.11 -3.35 -2.92
H 0.38 -1.97 -3.89
H -1.33 -2.32 -3.60
F 3.07 4.63 4.59
C 3.12 3.70 3.62
C 2.02 3.52 2.76
F 0.93 4.30 2.89
C 2.07 2.50 1.83
F 0.91 2.18 1.12
C 3.20 1.66 1.66
O 3.18 0.63 0.83
C 4.30 1.90 2.51
F 5.39 1.10 2.42
C 4.26 2.90 3.48
F 5.32 3.10 4.29
*
```

highest occupied orbital energy (spin up / spin down)	-9.6 / -9.6	eV
gap between HOMO and LUMO (spin up / spin down)	6.61 / 6.84	eV
M	721.5	g/mol
relative energy (zero: lowest compared OMol25 entry of this formula, charge and spin)	0.0	kJ/mol

---

[3]
ORCA calculation (ωB97M-V with the def2-TZVPD basis set) on a molecular structure, C29H41F5P2RuS at a distorted geometry.

Structure (ORCA input):
```
! RIJCOSX wB97M-V def2-TZVPD def2/J DEFGRID3
* xyz 2 5
Ru -0.50 1.15 -0.50
C 0.55 3.21 -1.25
C 0.65 2.26 -2.32
C -1.61 2.63 -1.90
C -0.84 3.47 -1.01
C -0.68 1.87 -2.70
C 1.66 3.85 -0.52
H 2.61 3.32 -0.69
H 1.46 3.88 0.56
H 1.81 4.89 -0.85
C -1.39 4.47 -0.07
H -0.59 4.90 0.54
H -2.13 4.02 0.59
H -1.90 5.28 -0.61
C -3.08 2.66 -2.08
H -3.37 3.50 -2.72
H -3.59 2.78 -1.12
H -3.43 1.73 -2.54
C -1.05 1.00 -3.84
H -1.33 1.61 -4.71
H -1.91 0.36 -3.60
H -0.21 0.37 -4.14
C 1.91 1.84 -2.99
H 2.17 2.57 -3.78
H 1.80 0.86 -3.47
H 2.75 1.82 -2.30
C 2.71 -2.42 2.54
C 3.79 -1.81 2.02
C 4.82 -2.47 1.15
C 4.28 -3.56 0.16
C 2.92 -3.33 -0.42
C 1.79 -3.88 0.07
C 1.67 -4.53 1.42
C 2.52 -3.90 2.57
H 5.59 -2.96 1.77
H 4.31 -4.53 0.68
H 5.35 -1.71 0.57
H 3.50 -4.41 2.59
H 1.98 -1.85 3.13
H 4.06 -0.80 2.34
H 2.01 -4.15 3.51
H 0.61 -4.52 1.72
H 0.89 -4.00 -0.53
H 1.95 -5.59 1.35
H 5.00 -3.61 -0.67
H 2.94 -2.79 -1.37
P 0.95 0.43 1.14
C 0.95 0.78 2.88
C 2.58 0.57 0.38
P -0.59 -1.12 -0.79
C 0.32 -1.29 0.83
C 0.48 -1.72 -2.11
C -2.14 -2.00 -0.86
H -0.08 0.85 3.26
H 1.46 1.75 3.03
H 1.50 0.00 3.42
H 3.11 -0.38 0.43
H 3.13 1.34 0.92
H 2.49 0.87 -0.67
H -1.98 -3.07 -0.70
H -2.55 -1.83 -1.87
H -2.84 -1.61 -0.11
H -0.36 -1.63 1.63
H 1.18 -1.95 0.77
H -0.16 -2.00 -2.96
H 1.05 -2.59 -1.79
H 1.17 -0.93 -2.43
F -7.93 0.79 1.93
C -6.60 0.89 1.74
C -5.78 -0.23 1.87
F -6.31 -1.42 2.23
C -4.41 -0.11 1.68
F -3.62 -1.20 1.92
C -3.80 1.10 1.32
S -2.04 1.20 1.32
C -4.66 2.22 1.22
F -4.14 3.47 1.02
C -6.03 2.12 1.42
F -6.81 3.22 1.34
*
```

highest occupied orbital energy (spin up / spin down)	-12.5 / -14.2	eV
gap between HOMO and LUMO (spin up / spin down)	6.09 / 5.30	eV
M	679.7	g/mol
relative energy (zero: lowest compared OMol25 entry of this formula, charge and spin)	0.0	kJ/mol

---

[4]
ORCA calculation (ωB97M-V with the def2-TZVPD basis set) on a molecular structure, C29H41N2O4PSi2W at a distorted geometry.

Structure (ORCA input):
```
! RIJCOSX wB97M-V def2-TZVPD def2/J DEFGRID3
* xyz 0 3
W 0.76 -0.37 -0.25
C -1.62 -1.61 2.79
Si -0.32 -1.97 1.40
C 1.06 -2.88 2.39
C -1.12 -3.44 0.46
C -1.89 -4.41 1.10
C -2.37 -5.52 0.42
C -2.09 -5.67 -0.93
C -1.34 -4.71 -1.59
C -0.84 -3.59 -0.91
Si 0.27 -2.31 -1.79
C -0.75 -1.90 -3.38
C 1.71 -3.33 -2.52
H -1.53 -2.35 3.59
H -2.65 -1.65 2.42
H -1.48 -0.62 3.25
H 0.66 -3.73 2.95
H 1.56 -2.21 3.09
H 1.82 -3.25 1.70
H -2.11 -4.30 2.16
H -2.94 -6.28 0.94
H -2.46 -6.54 -1.47
H -1.13 -4.83 -2.65
H -0.69 -2.73 -4.08
H -0.36 -1.01 -3.88
H -1.81 -1.73 -3.15
H 1.32 -4.20 -3.04
H 2.39 -3.69 -1.74
H 2.29 -2.74 -3.23
O 3.66 1.01 2.43
C 2.59 0.58 2.05
O 2.41 -0.30 1.11
C 1.29 1.08 2.71
P 0.19 1.49 1.30
C -1.22 2.38 2.06
C -1.64 2.08 3.36
C -2.69 2.79 3.93
C -3.34 3.78 3.21
C -2.94 4.06 1.91
C -1.89 3.37 1.33
C 1.04 2.91 0.52
C 1.93 3.73 1.21
C 2.52 4.81 0.59
C 2.24 5.09 -0.74
C 1.35 4.29 -1.44
C 0.76 3.21 -0.82
H 1.47 1.91 3.39
H 0.85 0.25 3.26
H -1.14 1.31 3.92
H -2.99 2.56 4.94
H -4.15 4.33 3.66
H -3.44 4.84 1.34
H -1.57 3.60 0.33
H 2.17 3.52 2.25
H 3.21 5.44 1.14
H 2.73 5.93 -1.23
H 1.14 4.51 -2.48
H 0.06 2.59 -1.37
C 4.08 -0.84 -1.57
C 3.40 0.53 -1.54
C 3.82 1.34 -2.77
O 1.99 0.43 -1.49
H 5.15 -0.73 -1.39
H 3.93 -1.31 -2.55
H 3.66 -1.47 -0.80
H 3.75 1.07 -0.65
H 3.56 0.80 -3.68
H 4.89 1.52 -2.76
H 3.30 2.30 -2.78
C -3.15 -0.59 -0.05
N -3.27 0.16 -1.29
C -2.19 0.62 -1.94
N -2.39 1.34 -3.08
O -1.05 0.45 -1.50
H -4.14 -0.92 0.25
H -2.73 0.03 0.74
H -2.51 -1.46 -0.18
H -4.19 0.34 -1.66
H -3.26 1.27 -3.59
H -1.56 1.51 -3.62
*
```

highest occupied orbital energy (spin up / spin down)	-7.1 / -7.7	eV
gap between HOMO and LUMO (spin up / spin down)	6.88 / 7.54	eV
M	752.6	g/mol
relative energy (zero: lowest compared OMol25 entry of this formula, charge and spin)	136.3	kJ/mol

---

[5]
ORCA calculation (ωB97M-V with the def2-TZVPD basis set) on a single C29H41N5O6 molecule.

Structure (ORCA input):
```
! RIJCOSX wB97M-V def2-TZVPD def2/J DEFGRID3
* xyz 0 1
C -7.08 -1.50 0.80
H -7.46 -0.50 0.97
H -7.89 -2.14 0.46
H -6.68 -1.89 1.73
C -5.98 -1.47 -0.26
C -6.50 -0.87 -1.57
H -6.86 0.14 -1.40
H -5.70 -0.83 -2.31
H -7.31 -1.48 -1.96
C -5.42 -2.87 -0.51
H -5.08 -3.31 0.43
H -6.20 -3.51 -0.93
H -4.59 -2.83 -1.20
O -4.84 -0.72 0.21
C -4.96 0.59 0.52
O -5.97 1.25 0.49
N -3.75 1.07 0.89
H -2.97 0.41 0.87
C -3.57 2.44 1.30
H -2.67 2.50 1.92
H -4.43 2.72 1.91
C -3.49 3.41 0.11
H -3.42 4.43 0.50
C -2.33 3.12 -0.84
C -0.96 3.49 -0.25
H -1.02 3.56 0.84
C 0.09 2.42 -0.60
N -0.32 1.16 -0.06
C -0.06 -0.02 -0.66
O 0.51 -0.12 -1.73
C -0.58 -1.16 0.11
C -0.24 -2.50 0.11
N -1.17 -3.11 0.90
C -2.00 -2.16 1.37
N -1.67 -0.98 0.92
H -2.83 -2.35 2.02
H -1.21 -4.11 1.04
C 0.77 -3.37 -0.54
O 0.44 -4.51 -0.84
N 2.02 -2.89 -0.73
C 2.53 -1.63 -0.27
C 3.94 -1.72 0.26
C 4.48 -0.60 0.87
C 5.77 -0.61 1.36
C 6.54 -1.76 1.24
C 6.00 -2.88 0.63
C 4.70 -2.87 0.14
C 4.12 -4.10 -0.51
C 2.98 -3.70 -1.45
H 2.46 -4.58 -1.84
H 3.37 -3.11 -2.28
H 4.88 -4.64 -1.06
H 3.73 -4.77 0.26
H 6.60 -3.78 0.54
H 7.55 -1.78 1.62
H 6.18 0.27 1.84
H 3.86 0.29 0.97
H 1.89 -1.24 0.53
H 2.51 -0.90 -1.09
H -0.73 1.14 0.86
H 0.18 2.31 -1.68
C 1.48 2.79 -0.06
O 2.05 2.12 0.77
O 1.92 3.89 -0.63
C 3.23 4.44 -0.32
C 3.32 5.69 -1.19
H 2.52 6.38 -0.93
H 4.28 6.18 -1.03
H 3.22 5.42 -2.24
C 4.32 3.44 -0.70
H 5.29 3.89 -0.58
H 4.20 3.13 -1.74
H 4.26 2.55 -0.07
C 3.31 4.80 1.16
H 2.50 5.48 1.43
H 3.24 3.91 1.78
H 4.26 5.30 1.37
H -0.62 4.45 -0.63
H -2.35 2.06 -1.08
H -2.49 3.67 -1.77
H -4.43 3.33 -0.44
*
```

SMILES string	CC(C)(C)OC(=O)NCCCC[C@H](NC(=O)c1nc[nH]c1C(=O)N1CCc2ccccc2C1)C(=O)OC(C)(C)C
highest occupied orbital energy	-8.9	eV
gap between HOMO and LUMO	9.55	eV
M	555.7	g/mol
relative energy (zero: lowest compared OMol25 entry of this formula, charge and spin)	0.0	kJ/mol

---

[6]
ORCA calculation (ωB97M-V with the def2-TZVPD basis set) on a molecular structure, C29H42BN6O2OsS3 at a distorted geometry.

Structure (ORCA input):
```
! RIJCOSX wB97M-V def2-TZVPD def2/J DEFGRID3
* xyz 3 1
Os 0.31 0.96 -3.59
C 2.56 4.56 -0.63
C 1.59 3.48 -0.20
C 0.95 3.51 1.02
C 0.03 2.52 1.39
N -0.21 1.48 0.57
N 0.40 1.46 -0.58
B 0.16 0.23 -1.57
N -1.22 -0.51 -1.30
N -1.39 -1.05 -0.10
C -2.53 -1.73 0.11
C -3.49 -1.86 -0.90
C -3.31 -1.30 -2.13
C -4.33 -1.45 -3.25
C -2.11 -0.60 -2.29
S -1.78 0.18 -3.83
C -2.77 -2.36 1.47
C -1.57 -2.18 2.40
C -3.04 -3.87 1.26
C -4.02 -1.69 2.09
N 1.35 -0.77 -1.38
N 1.67 -0.97 -0.08
C 2.68 -1.77 0.16
C 3.39 -2.39 -0.89
C 3.07 -2.16 -2.20
C 3.84 -2.76 -3.35
C 1.99 -1.30 -2.41
S 1.50 -0.94 -4.08
C 3.09 -2.03 1.61
C 2.87 -3.53 1.91
C 2.25 -1.19 2.57
C 4.58 -1.67 1.76
C 1.25 2.41 -1.00
S 1.89 2.27 -2.65
C -0.71 2.54 2.72
C -0.60 3.92 3.38
C -0.04 1.48 3.63
C -2.19 2.19 2.50
H 2.65 5.33 0.13
H 3.56 4.15 -0.81
H 2.23 5.04 -1.56
H 1.14 4.33 1.70
H -4.38 -2.44 -0.71
H -5.20 -1.98 -2.89
H -4.65 -0.48 -3.63
H -3.91 -2.01 -4.09
H -0.69 -2.71 2.01
H -1.31 -1.13 2.53
H -1.81 -2.60 3.38
H -2.21 -4.36 0.75
H -3.16 -4.34 2.24
H -3.96 -4.07 0.70
H -3.88 -0.61 2.23
H -4.92 -1.85 1.49
H -4.21 -2.13 3.07
H 4.23 -3.03 -0.66
H 4.63 -3.42 -2.98
H 3.19 -3.36 -4.01
H 4.30 -1.98 -3.97
H 1.84 -3.83 1.73
H 3.53 -4.17 1.30
H 3.10 -3.72 2.96
H 1.18 -1.36 2.45
H 2.53 -1.44 3.60
H 2.44 -0.12 2.42
H 5.24 -2.28 1.13
H 4.76 -0.61 1.54
H 4.88 -1.85 2.80
H 0.42 4.16 3.69
H -0.97 4.73 2.73
H -1.21 3.92 4.27
H 1.00 1.76 3.86
H -0.59 1.42 4.57
H -0.04 0.50 3.17
H -2.71 3.00 1.97
H -2.32 1.27 1.94
H -2.67 2.07 3.48
C -1.60 4.51 -5.33
O -1.13 3.53 -4.26
C -0.38 2.59 -4.68
O 0.11 2.30 -5.74
H -2.39 5.07 -4.85
H -1.96 3.93 -6.17
H -0.76 5.13 -5.59
*
```

highest occupied orbital energy (spin up / spin down)	-17.7 / -17.7	eV
gap between HOMO and LUMO (spin up / spin down)	5.85 / 5.85	eV
M	803.9	g/mol